Record 1
Computed, not measured: a 4-piece molecular cluster, C29H60N3O5 overall, with the ωB97M-V functional and the def2-TZVPD basis.

Output
**Lowest unoccupied orbital energy**: 0.089 Ha
**Energy above the lowest of the compared OMol25 structures with the same formula, charge and spin**: 323.3 kJ/mol
**HOMO**: -4.27 eV
**Maximum force**: 0.068 hartree/bohr
**Gap between HOMO and LUMO**: 0.246 Ha

Structure (ORCA input):
```
! wB97M-V def2-TZVPD RIJCOSX def2/J DEFGRID3
* xyz -1 1
C -0.61497 -0.56399 0.04675
C 0.39487 0.50790 0.58119
O 1.20451 0.93542 -0.31099
O 0.13691 0.99862 1.66530
H -1.23321 -0.90580 0.87683
H -0.12863 -1.39901 -0.45757
H -1.35664 -0.10340 -0.60584
C 5.79216 1.03099 -1.96928
C 5.53860 -0.36824 -1.30184
C 6.85031 -1.17973 -1.37693
C 7.19798 -2.15378 -0.16368
C 5.84679 -2.56444 0.57978
C 5.09742 -1.25601 1.12447
N 5.11224 -0.14045 0.11910
O 4.12741 0.80014 0.22212
C 3.68594 -1.80876 1.52600
C 5.86140 -0.79159 2.37449
C 4.52626 -1.21283 -2.01558
H 6.78884 1.47224 -1.97504
H 5.15020 1.87010 -1.70117
H 5.46582 0.85951 -2.99504
H 6.90533 -1.69538 -2.33566
H 7.64435 -0.46568 -1.59537
H 7.82357 -1.62659 0.55661
H 7.84409 -2.97473 -0.47460
H 6.28641 -2.94680 1.50100
H 5.20023 -3.31640 0.12743
H 3.69065 -2.74418 2.08552
H 3.33613 -1.14197 2.31411
H 3.08777 -1.86791 0.61672
H 5.72520 -1.49652 3.19463
H 6.94179 -0.64743 2.36605
H 5.53620 0.18601 2.73038
H 4.34838 -2.20888 -1.61018
H 4.81007 -1.51280 -3.02432
H 3.53016 -0.77604 -2.08707
H 3.60301 0.61054 -0.55932
C -6.04388 -4.74137 1.27381
C -4.98745 -4.88285 0.11549
C -5.11672 -3.68952 -0.83761
C -3.93217 -3.37599 -1.72211
C -2.61565 -3.24460 -0.89441
C -2.37398 -4.54274 0.05701
N -3.61682 -4.83410 0.71532
O -3.45127 -5.60626 1.87724
C -1.67401 -5.66943 -0.76704
C -1.41088 -3.93030 1.16503
C -5.05672 -6.25416 -0.62889
H -5.70881 -4.07036 2.06474
H -7.00063 -4.34322 0.93585
H -6.17033 -5.69865 1.77951
H -5.89331 -4.01715 -1.52875
H -5.51980 -2.82537 -0.30953
H -3.79921 -4.10071 -2.52534
H -3.99905 -2.37155 -2.14011
H -2.84386 -2.47034 -0.16192
H -1.83014 -2.97035 -1.59859
H -2.27965 -6.05459 -1.58738
H -1.48349 -6.54906 -0.15217
H -0.67240 -5.45049 -1.13711
H -1.30298 -4.78046 1.83861
H -1.90855 -3.13051 1.71345
H -0.50285 -3.60401 0.65798
H -4.23166 -6.33485 -1.33662
H -5.09232 -7.09521 0.06354
H -5.87513 -6.29367 -1.34773
H -3.33423 -4.89969 2.51652
C -3.28419 4.10784 0.19517
C -1.93181 4.49348 -0.47959
C -2.14854 5.43610 -1.63425
C -2.34587 6.95138 -1.31152
C -1.27428 7.37743 -0.31579
C -1.11073 6.49612 0.91288
N -0.94471 5.11644 0.47418
O -0.72450 4.24082 1.56620
C 0.14143 6.98758 1.65193
C -2.37086 6.74335 1.74922
C -1.31831 3.22436 -1.03942
H -3.72256 4.94740 0.73467
H -3.11089 3.26261 0.86124
H -4.08674 3.96711 -0.52886
H -1.35584 5.32513 -2.37412
H -3.02155 5.19060 -2.23896
H -3.33068 6.93470 -0.84466
H -2.33554 7.53829 -2.22996
H -1.70156 8.34066 -0.03705
H -0.35111 7.58182 -0.85809
H 0.24876 6.35408 2.53243
H 1.07510 6.81271 1.11733
H 0.24746 8.02604 1.96570
H -3.28611 6.87398 1.17186
H -2.52525 5.88118 2.39801
H -2.35839 7.60221 2.42026
H -1.88025 2.99917 -1.94585
H -1.31105 2.42383 -0.29970
H -0.26247 3.21185 -1.30989
H -1.64855 3.98115 1.54885
*
```

Record 2
Computed, not measured: a 2-piece molecular cluster, C29H61BI2NO9S overall, with the ωB97M-V functional and the def2-TZVPD basis.

Output
**Lowest unoccupied orbital energy**: -0.104 Ha
**Energy above the lowest of the compared OMol25 structures with the same formula, charge and spin**: 139.9 kJ/mol
**HOMO**: -9.78 eV
**Maximum force**: 0.054 hartree/bohr
**Gap between HOMO and LUMO**: 0.255 Ha

Structure (ORCA input):
```
! wB97M-V def2-TZVPD RIJCOSX def2/J DEFGRID3
* xyz 1 1
C -2.60873 -4.88697 4.38942
C -1.17217 -4.37487 4.59955
C -0.47319 -4.20157 3.22203
C -1.18277 -3.03662 2.48860
C -0.23603 -2.28197 1.50285
B 0.38170 -3.50777 0.66552
O 1.66654 -3.59398 0.25767
O -0.49514 -4.52553 0.23588
C -1.02025 -1.25948 0.59407
C -0.60663 -1.25502 -0.86604
O 0.76550 -0.93337 -1.09689
C 1.32484 -1.65586 -2.15381
C 0.69106 -1.32953 -3.52424
C -1.22795 0.17502 1.21436
C -2.25543 -0.00463 2.37629
O -1.71406 0.05705 3.67559
C -2.69051 0.38247 4.63371
C -2.00181 1.10321 0.21778
I -3.87064 0.16766 -0.42099
C -2.27525 2.55556 0.76041
C -1.78105 3.62616 -0.23870
I -4.43004 2.94658 0.86200
C 0.12612 0.84251 1.64050
C 0.76142 1.67137 0.48680
O -0.07741 1.80813 2.65338
C 0.84362 1.86627 3.73266
C 2.22594 2.52836 3.44473
C 2.43010 3.65221 4.48589
C 3.34302 1.48527 3.66923
C 4.77860 2.04793 3.90440
C 5.74874 1.16941 3.07007
C 5.19310 1.83404 5.37207
O 1.20592 -0.04959 1.91790
S 0.98104 -1.48371 2.57218
O 2.25376 -2.12719 2.50425
O 0.56262 -1.47700 3.93835
H -3.23989 -4.04961 4.09588
H -2.96398 -5.35876 5.30092
H -2.61734 -5.61722 3.58106
H -0.59402 -5.12015 5.14117
H -1.15581 -3.40361 5.08901
H 0.57462 -3.98837 3.42405
H -0.63242 -5.14714 2.70862
H -2.00681 -3.44342 1.90699
H -1.57152 -2.38190 3.26326
H 1.74945 -4.29018 -0.41164
H -0.60423 -4.38180 -0.71870
H -2.01081 -1.70646 0.56251
H -1.20567 -0.56512 -1.46207
H -0.82319 -2.21034 -1.36412
H 1.25683 -2.73700 -2.00910
H 2.38806 -1.44141 -2.22541
H 0.20556 -0.35468 -3.55415
H -0.10724 -2.05844 -3.69668
H 1.38210 -1.47817 -4.34834
H -2.79574 -0.95507 2.30678
H -3.06374 0.73493 2.34360
H -3.12139 1.37177 4.44615
H -3.47695 -0.38070 4.66573
H -2.20050 0.40146 5.60414
H -1.50514 1.23004 -0.73236
H -1.97780 2.73975 1.78292
H -2.57926 3.76676 -0.96441
H -0.90829 3.29802 -0.79208
H -1.65204 4.58782 0.24772
H 0.55818 1.27394 -0.50358
H 1.84136 1.65572 0.60863
H 0.48229 2.70897 0.58295
H 1.00783 0.93002 4.26244
H 0.36728 2.51409 4.46663
H 2.27371 3.01996 2.47440
H 1.53688 4.27572 4.52698
H 2.67829 3.26287 5.46974
H 3.22667 4.32290 4.17175
H 3.40498 0.75134 2.86901
H 3.08095 0.92050 4.56443
H 4.90796 3.07902 3.58709
H 6.75404 1.17014 3.48326
H 5.74744 1.51550 2.03473
H 5.39684 0.13856 3.05263
H 4.73941 2.55571 6.04998
H 6.27722 1.84671 5.45915
H 4.87550 0.84362 5.69650
C -1.17680 -0.43747 -8.64381
N -1.88042 0.77530 -8.09989
C -3.34708 0.47380 -8.05887
C -1.64426 1.93366 -9.01133
C -1.44210 1.09263 -6.68139
C 0.01260 1.46489 -6.49323
O 0.85205 0.39254 -6.89283
H -1.71657 -0.76380 -9.53118
H -0.16655 -0.17323 -8.92488
H -1.18811 -1.21758 -7.88930
H -3.68380 0.25496 -9.06839
H -3.87015 1.34414 -7.66964
H -3.50530 -0.38545 -7.41219
H -0.57688 2.11575 -9.08675
H -2.15410 2.80489 -8.60624
H -2.04135 1.68332 -9.99187
H -1.67908 0.20507 -6.09485
H -2.06869 1.92027 -6.35039
H 0.17400 1.66862 -5.43087
H 0.27094 2.37006 -7.05060
H 1.76738 0.69683 -6.84716
*
```

Record 3
Computed, not measured: a 5-piece molecular cluster, C29H61FN3O2 overall, with the ωB97M-V functional and the def2-TZVPD basis.

Output
**Lowest unoccupied orbital energy**: -0.149 Ha
**HOMO**: -12.06 eV
**Maximum force**: 0.044 hartree/bohr
**Gap between HOMO and LUMO**: 0.294 Ha

Structure (ORCA input):
```
! wB97M-V def2-TZVPD RIJCOSX def2/J DEFGRID3
* xyz 1 1
O -4.07288 3.87045 0.27814
C -3.38691 4.27103 -0.60613
F -3.75143 5.38528 -1.24092
N -2.20632 3.66072 -1.10109
C -1.01211 4.20370 -0.48978
O -0.27585 4.88793 -1.10987
N -0.81917 3.88601 0.93310
C -0.38745 2.73406 1.57745
C -0.45205 3.04254 2.89495
N -0.88316 4.34564 3.02536
C -1.08931 4.83447 1.81406
H -2.25690 2.65086 -0.97772
H -0.07632 1.82375 1.07942
H -0.21712 2.38759 3.72855
H -1.01936 4.87871 3.87476
H -1.41510 5.82888 1.52148
C -2.63942 2.73477 -8.06936
C -1.78973 1.67021 -7.38292
C -2.38026 1.18329 -6.06057
C -2.50973 2.25481 -4.97640
C -1.20665 2.95828 -4.60005
C -0.15917 2.01766 -4.01201
H -2.72086 3.63954 -7.46399
H -2.19310 3.01798 -9.02408
H -3.64636 2.36134 -8.26670
H -0.77422 2.04931 -7.23346
H -1.70001 0.81326 -8.05663
H -1.76914 0.35666 -5.68543
H -3.37192 0.76060 -6.24848
H -2.93423 1.78774 -4.07905
H -3.23652 3.00805 -5.29328
H -1.43288 3.73077 -3.85877
H -0.78830 3.47839 -5.46493
H -0.54448 1.51322 -3.11909
H 0.73433 2.57594 -3.72422
H 0.14793 1.25519 -4.72832
C -0.08330 0.47016 -11.11355
C 1.12938 0.77471 -10.24189
C 1.44593 2.26713 -10.14410
C 1.81254 2.94480 -11.46584
C 3.00410 2.33227 -12.20024
C 4.30803 2.41445 -11.41309
H 0.07564 0.77823 -12.14801
H -0.28518 -0.60239 -11.11627
H -0.97243 0.98060 -10.73494
H 1.99680 0.22180 -10.61240
H 0.93383 0.39665 -9.23327
H 2.26018 2.40610 -9.42624
H 0.57928 2.78624 -9.71945
H 2.02378 4.00015 -11.26502
H 0.94547 2.93536 -12.13277
H 3.13614 2.86472 -13.14603
H 2.79827 1.29075 -12.46195
H 4.55365 3.45151 -11.17424
H 5.13119 2.00039 -11.99736
H 4.25231 1.85147 -10.47953
C -0.57599 -1.02820 3.51103
C -1.69099 -1.06717 4.55022
C -1.38173 -0.24574 5.80131
C -0.16443 -0.71416 6.60183
C -0.22243 -2.16439 7.07820
C -1.37628 -2.43959 8.03630
H 0.34910 -1.46086 3.89350
H -0.86354 -1.59710 2.62527
H -0.37028 0.00142 3.19825
H -1.90819 -2.10360 4.81670
H -2.60408 -0.67122 4.09512
H -2.26360 -0.24451 6.44699
H -1.22208 0.80127 5.50956
H -0.05073 -0.05910 7.47141
H 0.74192 -0.57617 6.00317
H 0.71523 -2.39642 7.59070
H -0.28193 -2.84673 6.22535
H -1.31382 -1.79562 8.91599
H -1.34613 -3.47555 8.37423
H -2.34505 -2.27735 7.55981
C 2.20274 -5.50370 7.89941
C 1.08749 -5.54292 8.93942
C 1.39992 -4.72764 10.19339
C 2.61466 -5.20473 10.99184
C 2.55123 -6.65668 11.46332
C 1.39615 -6.93260 12.42053
H 3.12571 -5.94259 8.28108
H 1.91328 -6.06844 7.01127
H 2.41204 -4.47622 7.59134
H 0.86561 -6.58064 9.20177
H 0.17668 -5.14154 8.48518
H 0.51727 -4.72521 10.83992
H 1.56395 -3.68287 9.90607
H 2.73122 -4.55327 11.86385
H 3.52048 -5.06819 10.39363
H 3.48860 -6.89394 11.97373
H 2.48899 -7.33476 10.60764
H 1.46044 -6.29221 13.30277
H 1.42083 -7.97031 12.75634
H 0.42827 -6.76451 11.94473
*
```